13
Properties=species:S:1:pos:R:3:nbo_charge:R:1 method="wB97M-V/def2-TZVPD" homo_lumo_gap_ha=0.3282 e_lumo_ev=3.74 charge=-1
N 3.2761 -0.7942 0.6431 -0.4803
C 2.5464 -0.3880 -0.1617 0.5648
O 1.6944 -0.2412 -1.0890 -0.4939
C 0.3310 -0.0669 -0.5912 0.3327
C 0.0958 1.0951 0.3715 -0.1132
O -1.2212 0.9349 0.8633 -0.9489
Al -1.9038 -0.6256 0.2398 1.4536
O -0.1757 -1.2083 -0.0694 -0.8872
H -0.2337 0.1109 -1.5069 0.1412
H 0.1319 2.0505 -0.1359 0.1555
H 0.7150 1.0464 1.2604 0.1719
H -2.5290 -1.6881 1.2532 -0.4411
H -2.7272 -0.2254 -1.0771 -0.4552

106
Properties=species:S:1:pos:R:3:mulliken_charge:R:1 method="wB97M-V/def2-TZVPD" multiplicity=4 s_squared=3.792 homo_lumo_gap_ha="0.1325 / 0.2105" e_lumo_ev="1.74 / 1.73" charge=-1
Ni -1.2620 0.0153 2.0500 -0.1295
Cl -0.2936 0.5276 8.8714 -0.2538
C -0.8024 0.8123 7.2450 -0.2194
C -0.6751 -0.1776 6.3035 -0.4079
C -1.0441 0.0509 4.9608 -0.0380
N -0.8840 -0.8486 3.9825 0.2000
C -0.7334 -2.1789 4.2939 -0.4813
O -1.4367 -2.7782 5.1023 -0.6800
C 0.3777 -2.8758 3.6003 0.5135
C 0.4182 -4.2735 3.5627 -0.7489
C 1.5016 -4.8968 2.9826 -0.5771
C 2.5434 -4.1048 2.5068 -0.3931
C 2.4329 -2.7291 2.6461 -0.2216
N 1.3800 -2.1156 3.1442 -0.2572
C -1.5441 1.3538 4.5966 0.3743
C -1.6863 2.3329 5.5957 -0.9291
C -1.3282 2.0669 6.8952 0.0452
Cl -1.5008 3.3027 8.0937 -0.2617
N -1.8467 1.4956 3.2932 0.5639
C -2.3666 2.6318 2.7481 0.1787
O -2.5436 3.7134 3.3185 -0.8423
C -2.7239 2.4531 1.3242 -0.0064
C -3.2713 3.5344 0.6412 -0.4591
C -3.5802 3.4158 -0.6951 -1.1154
C -3.3870 2.1765 -1.2949 -0.4636
C -2.9101 1.1176 -0.5246 -0.5443
N -2.5295 1.2377 0.7424 0.2762
H -0.2660 -1.1355 6.5803 0.5871
H -0.4120 -4.8240 3.9766 0.4793
H 1.5436 -5.9753 2.9042 0.4096
H 3.4193 -4.5413 2.0507 0.3522
H 3.2507 -2.0852 2.3424 0.6642
H -2.0877 3.2942 5.3162 0.7366
H -3.4299 4.4501 1.1874 0.7089
H -3.9741 4.2479 -1.2593 0.4500
H -3.6463 2.0133 -2.3327 0.5075
H -2.6921 -0.1034 -2.1321 0.4008
S -0.8936 -4.0790 0.5534 -0.4619
C -1.4643 -2.5307 1.0789 -0.9203
N -0.6419 -1.5339 0.8563 1.5302
C 0.4973 -1.9423 0.2484 -1.3085
C 1.5518 -1.0177 -0.2167 -0.5600
C 2.8736 -1.7083 -0.6467 1.8494
C 2.7607 -3.1784 -0.9227 -1.1691
C 1.6867 -3.9158 -0.6051 -1.0519
C 0.5547 -3.2934 -0.0168 0.8738
H -2.4377 -2.4314 1.5222 0.4173
H 1.7706 -0.3098 0.5717 -0.1008
H 3.5161 -1.6482 0.2401 -0.1828
H 3.6504 -3.6416 -1.3236 0.6651
H 1.6500 -4.9791 -0.7807 0.4013
C 5.9320 1.0667 -4.7757 -1.5244
C 5.1237 0.3687 -3.7224 0.7205
C 5.2763 0.6719 -2.3817 -1.2006
C 4.5483 0.0152 -1.4002 0.8763
C 4.8019 0.4081 0.0270 -1.3250
C 3.6290 -0.9835 -1.7519 -0.3238
Te 0.5960 0.1534 -1.8267 0.5116
N -2.8927 -0.1520 -1.1396 0.8142
C -3.8910 -1.0679 -0.8206 0.3425
O -4.4607 -1.0774 0.2496 -0.6247
C -4.2601 -1.9306 -1.9670 0.0807
C -3.3390 -2.3265 -2.9416 -0.1873
C -3.7700 -3.0000 -4.0668 -0.8154
C -5.1169 -3.2775 -4.2537 -0.3590
C -6.0314 -2.9320 -3.2661 -0.5632
C -5.6064 -2.2694 -2.1318 -0.6191
C 0.2323 2.1755 -1.2067 0.4193
C -0.2212 2.9934 -2.2464 1.0267
C -0.3334 2.4737 -3.6467 -2.2354
C -0.5974 4.3012 -1.9858 -1.0673
C -0.5131 4.8339 -0.7104 0.4199
C -0.9513 6.2331 -0.4029 -1.5890
C -0.0323 4.0229 0.3044 -0.5944
C 0.3345 2.7030 0.0811 0.4403
C 0.8025 1.9070 1.2556 0.8277
C 3.4710 -1.3037 -3.1102 2.0504
C 2.5450 -2.3780 -3.6108 -1.6124
C 4.2150 -0.6204 -4.0630 -1.2985
H 6.3881 1.9693 -4.3734 0.3686
H 5.3075 1.3325 -5.6284 0.3650
H 6.7281 0.4116 -5.1352 0.2937
H 5.9861 1.4315 -2.0823 0.3104
H 5.5450 1.2017 0.0711 0.4250
H 5.1832 -0.4345 0.6047 0.2932
H 3.8915 0.7674 0.5045 0.0451
H -2.2834 -2.1349 -2.8017 0.7004
H -3.0533 -3.3085 -4.8143 0.4277
H -5.4485 -3.7759 -5.1561 0.3841
H -7.0785 -3.1721 -3.3920 0.3838
H -6.3104 -1.9783 -1.3654 0.4670
H 0.6489 2.1767 -4.0213 0.3358
H -0.7494 3.2250 -4.3145 0.4069
H -0.9740 1.5893 -3.6815 0.3519
H -0.9853 4.9013 -2.7995 0.2723
H -1.2668 6.7557 -1.3039 0.3569
H -0.1385 6.7907 0.0631 0.3795
H -1.7869 6.2080 0.2965 0.3093
H 0.0445 4.4197 1.3081 0.3544
H 0.7482 2.4959 2.1697 0.5467
H 1.8400 1.5993 1.1277 -0.0920
H 0.1695 0.9883 1.4017 -0.9830
H 1.6068 -2.3975 -3.0613 0.0987
H 3.0090 -3.3597 -3.5062 0.3683
H 2.3186 -2.2273 -4.6663 0.4514
H 4.0859 -0.8699 -5.1076 0.3881

117
Properties=species:S:1:pos:R:3:mulliken_charge:R:1 method="wB97M-V/def2-TZVPD" multiplicity=7 s_squared=12.021 homo_lumo_gap_ha="0.1892 / 0.0876" e_lumo_ev="1.05 / -1.23" charge=-1
Eu 1.0162 1.6046 1.1585 0.4464
C 3.2508 3.6744 -0.9606 -1.2459
N 3.4316 3.2477 0.4185 1.0540
C 4.6229 2.4509 0.7289 -1.4638
C 4.2047 1.1775 1.5184 -0.3400
N 3.1530 0.4083 0.7644 -0.3521
C 3.1818 -0.9139 0.8535 0.4828
C 2.9106 -1.7153 -0.3520 0.2250
F 2.3210 -1.2652 -1.4885 -0.3326
C 3.2904 -3.0443 -0.4163 0.1414
F 3.1880 -3.7461 -1.5672 -0.3001
C 3.6719 -3.7263 0.7322 0.6015
F 3.9820 -5.0099 0.6379 -0.3578
C 3.8028 -3.0946 1.9601 -0.2961
F 3.8734 -3.7684 3.1424 -0.3291
C 3.6352 -1.7102 1.9727 0.3043
F 3.6653 -1.0868 3.2043 -0.4101
C 3.3055 4.4366 1.2910 -1.3137
C 3.1323 4.1031 2.7650 -0.8782
N 1.9164 3.3304 2.9305 0.6394
C 1.4540 3.4668 4.1714 0.5083
C 0.0463 3.2956 4.4615 -0.2141
F -0.7304 2.8991 3.4131 -0.1927
C -0.6108 3.5449 5.6914 -0.0936
F -1.9047 3.3161 5.8170 -0.3135
C 0.2247 3.8859 6.7551 0.3572
F -0.2524 4.4955 7.8932 -0.3430
C 1.6229 4.0005 6.5928 -0.0108
F 2.2218 4.4522 7.6960 -0.3070
C 2.2122 3.5864 5.4161 0.0496
F 3.5642 3.2725 5.3937 -0.3480
H 4.0898 4.2687 -1.3336 0.3308
H 2.2448 4.1675 -1.0919 0.2017
H 3.2630 2.8588 -1.6883 0.3342
H 5.2826 3.0382 1.4066 0.3590
H 5.1136 2.1679 -0.2536 0.4198
H 3.6511 1.5162 2.4357 0.1075
H 5.0987 0.5356 1.6085 0.6187
H 2.4874 5.1914 1.0378 0.2527
H 4.2484 5.0352 1.1313 0.3861
H 3.1179 5.0449 3.3321 0.6417
H 3.9959 3.4863 3.1831 0.2302
I -0.6094 0.1449 -1.6174 0.1518
C -0.8444 2.2200 -2.3881 -0.0923
C -1.2861 2.4140 -3.6664 -0.4916
C -1.2861 3.7358 -4.2108 -0.7605
C -0.9661 4.8309 -3.4298 -0.8523
C -0.8439 4.6888 -2.0549 1.0044
C -0.7922 5.7956 -1.2199 -0.7520
C -0.5978 5.6387 0.1388 -1.0715
C -0.6050 4.3203 0.6575 -0.2226
C -0.4469 3.1345 -0.1458 -0.3682
C -0.7566 3.3509 -1.5227 1.0709
H -1.4803 1.5010 -4.2456 0.5601
H -1.4450 3.8875 -5.2693 0.4056
H -0.7893 5.8719 -3.7692 0.3298
H -0.8586 6.7713 -1.6483 0.4172
H -0.5950 6.4453 0.8367 0.5475
H -0.5623 4.1834 1.7306 0.3620
C 1.7987 -2.4654 -8.4852 -0.9034
N 1.1252 -3.5123 -7.7430 0.2673
C 0.6545 -4.7023 -8.2519 -0.4651
C -0.1375 -5.2455 -7.2706 -0.5063
N -0.2181 -4.4019 -6.1675 0.2283
B -0.8460 -4.6474 -4.7706 0.4099
N -2.2924 -4.0455 -4.7428 0.1027
C -2.7691 -2.9184 -5.4000 -0.5442
C -3.9158 -2.4664 -4.8537 -0.4111
N -4.2860 -3.4242 -3.9404 0.2613
C -5.5042 -3.3462 -3.1497 -0.8231
C -3.2680 -4.3739 -3.7488 -0.2211
S -3.2069 -5.5126 -2.5697 -0.4485
C 0.5214 -3.2807 -6.4762 -0.3974
S 0.7905 -2.0908 -5.4332 -0.3548
H 1.2829 -2.3017 -9.4764 0.2963
H 2.8151 -2.8223 -8.6307 0.3180
H 1.6782 -1.5763 -7.8202 0.2340
H 0.8890 -5.0694 -9.2577 0.4080
H -0.7028 -6.1975 -7.2026 0.3953
H -0.9833 -5.8549 -4.5330 -0.1788
H -0.0718 -4.2563 -3.9137 -0.1874
H -2.1730 -2.3927 -6.1412 0.3619
H -4.5761 -1.5830 -4.9440 0.3974
H -5.8865 -2.3155 -3.3344 0.2346
H -5.2645 -3.5378 -2.0785 0.2870
H -6.2085 -4.1436 -3.5245 0.2757
C -4.5694 1.6568 1.8571 -1.0541
Te -3.4115 1.1643 0.1728 0.4164
C -3.9784 -0.9621 0.0734 -0.7060
H -5.3917 1.0076 1.9494 0.3827
H -4.9463 2.6831 1.7451 0.3125
H -3.8781 1.5939 2.7098 0.2357
H -5.0912 -1.1058 0.0772 0.3636
H -3.5821 -1.4049 0.9928 0.0723
H -3.5229 -1.4978 -0.8040 0.2260
C -3.0065 -1.9018 5.1278 -1.0420
C -1.6079 -2.5130 4.8905 -0.6915
N -0.9422 -2.0073 3.6384 0.7152
C -1.1375 -2.9506 2.5710 -0.8285
C -0.2650 -4.2173 2.6770 -1.3331
C -0.3299 -0.7813 3.5172 0.2319
C 0.4556 -0.3494 4.7103 -1.1399
N -0.3550 -0.0388 2.4225 0.4507
H -3.4463 -2.4665 5.9511 0.4191
H -3.6233 -1.9896 4.2176 0.2210
H -2.9602 -0.8649 5.3605 0.2736
H -1.6675 -3.5890 4.7522 0.3656
H -0.9295 -2.2954 5.7543 0.3603
H -0.9578 -2.5748 1.5933 0.3740
H -2.2114 -3.2454 2.6225 0.3757
H 0.7532 -3.9924 3.0078 0.2412
H -0.2304 -4.6102 1.6518 0.4373
H -0.6950 -4.9563 3.3392 0.3951
H 0.8956 -1.1835 5.2612 0.4620
H -0.1863 0.2917 5.3717 0.1079
H 1.2996 0.2651 4.3973 0.1391
H -0.9583 -0.4938 1.7132 -0.3092

48
Properties=species:S:1:pos:R:3:nbo_charge:R:1 method="wB97M-V/def2-TZVPD" homo_lumo_gap_ha=0.3228 e_lumo_ev=0.59 smiles="CCn1c(=O)n(CC)c2cc(NC(=O)[C@H](C)c3ccccc3)c(Br)cc21"
C 2.8274 -0.9420 3.6654 -0.6140
H 2.0319 -0.2006 3.6884 0.2062
H 2.3880 -1.9287 3.7881 0.2170
H 3.5030 -0.7561 4.4955 0.2175
C 3.5939 -0.8723 2.3483 -0.2139
N 2.7320 -1.1156 1.2180 -0.4107
C 1.8184 -0.2523 0.6694 0.1508
C 1.5194 1.0671 0.9451 -0.2812
C 0.5222 1.6607 0.1839 -0.1119
C -0.1791 0.9725 -0.8087 0.1510
C 0.1692 -0.3418 -1.1143 -0.2697
C 1.1630 -0.9443 -0.3715 0.2034
N 1.7028 -2.2042 -0.4211 -0.4256
C 2.6724 -2.3293 0.5559 0.7785
O 3.3413 -3.3082 0.7887 -0.6415
C 1.4122 -3.2380 -1.3833 -0.2208
C 2.0839 -2.9611 -2.7248 -0.6138
H 1.8460 -3.7557 -3.4262 0.2161
H 1.7412 -2.0151 -3.1379 0.2064
H 3.1632 -2.9173 -2.6010 0.2165
H 0.3271 -3.3082 -1.5004 0.2130
H 1.7930 -4.1701 -0.9587 0.2360
H -0.3450 -0.8600 -1.9064 0.2406
N -1.1958 1.6188 -1.5423 -0.6618
C -2.5452 1.4447 -1.5048 0.7028
O -3.2433 1.9718 -2.3423 -0.6099
C -3.1448 0.6538 -0.3398 -0.3581
C -2.6694 -0.7769 -0.2913 0.0871
C -2.9454 -1.5933 -1.3860 -0.2398
C -2.5720 -2.9238 -1.3916 -0.2153
C -1.9168 -3.4649 -0.2965 -0.2353
C -1.6356 -2.6620 0.7945 -0.1997
C -2.0099 -1.3289 0.7990 -0.2508
H -1.7832 -0.7270 1.6648 0.2189
H -1.1257 -3.0768 1.6520 0.2155
H -1.6371 -4.5083 -0.2897 0.2177
H -2.7983 -3.5428 -2.2478 0.2165
H -3.4629 -1.1733 -2.2372 0.2212
C -2.9605 1.4431 0.9565 -0.6064
H -1.9192 1.4803 1.2617 0.2107
H -3.3135 2.4626 0.8164 0.2280
H -3.5409 0.9857 1.7549 0.2164
H -4.2197 0.6284 -0.5614 0.2425
H -0.8946 2.2722 -2.2572 0.4123
Br 0.1057 3.4953 0.4924 0.0618
H 2.0313 1.6259 1.7113 0.2373
H 4.0654 0.1075 2.2275 0.1989
H 4.3638 -1.6475 2.3209 0.2396